# 1
Molecular formula: C2H5N3S
Method: DFT, ωB97M-V/def2-TZVPD

Last column: Mulliken charge in e.
Cartesian coordinates (Å):
H1 -1.276 -1.156 0.692  0.259
S1 1.594 0.725 0.149  -0.007
H2 -0.031 -2.128 -0.414  0.233
N1 -0.600 0.080 -1.316  -0.580
H3 -0.603 -0.746 -1.933  0.202
H4 0.452 -1.503 1.300  0.317
N2 0.198 3.019 1.785  -0.398
N3 0.181 -0.084 -0.128  0.178
C1 -0.129 -1.362 0.402  -0.676
C2 0.763 2.154 1.274  0.223
H5 -0.550 1.001 -1.811  0.249

Atoms 1-2, force components in eV/Å:
H 2.2892 -1.4760 -0.4628
S -2.2188 1.7058 1.5321

## Properties
Molecular weight   103.1 g mol⁻¹
Gap between HOMO and LUMO   8.79 eV
SMILES string   CN(N)SC#N
Energy relative to the best compared isomer or geometry (same formula, charge and spin)   3.979 eV
E   -641.53781 Ha



# 2
Molecular formula: C2H5N3S2
Method: DFT, ωB97M-V/def2-TZVPD

Last column: Mulliken charge in e.
Cartesian coordinates (Å):
N1 1.954 0.655 0.349  -0.401
S1 2.288 -0.745 -0.433  -0.055
H1 1.067 -0.985 -0.979  0.166
C1 -1.119 -0.022 0.168  0.194
N2 -0.319 0.989 -0.314  -0.221
N3 -0.580 -0.778 1.142  -0.311
C2 0.890 1.351 0.263  -0.005
H2 -1.279 -1.377 1.559  0.209
H3 0.944 2.353 0.709  0.340
H4 0.311 -0.577 1.539  0.215
S2 -2.674 -0.205 -0.374  -0.409
H5 -0.869 1.739 -0.742  0.278

Atoms 1-2, force components in eV/Å:
N -0.2091 1.2409 0.0784
S -0.5008 -0.7910 -0.2863

## Properties
Molecular weight   135.2 g mol⁻¹
Gap between HOMO and LUMO   9.15 eV
SMILES string   NC(=S)N/C=N\S
Energy relative to the best compared isomer or geometry (same formula, charge and spin)   1.300 eV
E   -1039.83560 Ha



# 3
Molecular formula: C2H5N3S2
Method: DFT, ωB97M-V/def2-TZVPD

Last column: Mulliken charge in e.
Cartesian coordinates (Å):
S1 1.843 -0.769 -1.068  -0.326
C1 -0.749 -0.174 -0.366  0.096
N1 -0.642 1.162 -0.321  -0.027
N2 0.480 1.817 0.175  -0.566
C2 0.508 -0.967 -0.128  0.378
N3 0.380 -1.878 0.835  -0.367
H1 1.032 2.143 -0.584  0.228
H2 0.186 2.580 0.753  0.235
S2 -2.162 -0.930 -0.776  -0.344
H3 -0.549 -2.123 1.177  0.231
H4 -1.465 1.705 -0.637  0.223
H5 1.139 -2.564 0.939  0.239

Atoms 1-2, force components in eV/Å:
S -0.1787 0.0287 0.0873
C -0.1950 0.5365 -0.2443

## Properties
Molecular weight   135.2 g mol⁻¹
Gap between HOMO and LUMO   8.32 eV
SMILES string   NNC(=S)C(N)=S
Energy relative to the best compared isomer or geometry (same formula, charge and spin)   1.615 eV
E   -1039.82400 Ha



# 4
Molecular formula: C2H5N3S2
Method: DFT, ωB97M-V/def2-TZVPD

Last column: Mulliken charge in e.
Cartesian coordinates (Å):
N1 -0.410 -0.716 0.537  -0.263
H1 0.065 0.241 -1.550  0.173
H2 -2.325 0.302 -0.073  0.190
S1 -1.789 -0.920 -0.411  -0.192
H3 0.810 -1.176 2.248  0.259
S2 3.281 -0.405 0.127  -0.354
N2 0.772 -1.089 0.052  -0.320
C1 0.335 -1.588 1.309  0.037
N3 1.658 -0.094 -0.412  0.166
H4 0.053 -2.619 1.182  0.230
H5 1.587 1.077 -2.163  0.339
C2 1.140 0.577 -1.385  -0.267

Atoms 1-2, force components in eV/Å:
N -2.7096 3.4936 0.4912
H 1.4962 1.0558 -0.0045

## Properties
Molecular weight   135.2 g mol⁻¹
Gap between HOMO and LUMO (spin up / spin down)   8.07 / 8.07 eV
SMILES string   C=[N+]([S-])N1CN1S
Energy relative to the best compared isomer or geometry (same formula, charge and spin)   7.036 eV
E   -1039.62481 Ha